A molecular structure, C3H5O4Pm, computed with the ωB97M-V functional and the def2-TZVPD basis.

```
13
Properties=species:S:1:pos:R:3:lowdin_spin:R:1
O 1.497 1.163 -0.746 0.000
C 1.519 0.254 0.198 0.000
C 0.350 1.038 -1.610 0.000
O 2.197 0.216 1.180 -0.001
O 0.435 -0.567 0.058 -0.007
C -0.306 -0.271 -1.179 0.000
H 0.704 1.019 -2.644 0.000
H -0.309 1.915 -1.396 0.000
H -0.152 -1.152 -1.809 0.000
H -1.380 -0.170 -1.002 0.000
O -1.833 -0.677 3.048 -0.054
H -2.401 -0.847 3.797 0.000
Pm -0.323 -1.920 2.104 4.063
```

The energy above the lowest of the compared OMol25 structures with the same formula, charge and spin comes out at 7.8 kcal per mole. As for the total charge: +2. Its HOMO-LUMO gap (alpha / beta) is 7.45 / 8.77 eV. The HOMO energy (alpha / beta) comes out at -19.1 / -19.1 eV. Its spin multiplicity is 5. The total energy comes out at -27918.49961 eV. As for the strongest force on any atom: 5.11 eV/Å. The LUMO energy (alpha / beta) comes out at -11.6415 / -10.3185 eV.